(1)
19
Properties=species:S:1:pos:R:3:mulliken_charge:R:1 method="wB97M-V/def2-TZVPD" e_lumo_ev=0.7 orbital_gap_ev=9.337 de_lowest_kj_mol=419.79
C 0.53 -0.86 -1.44 -0.96
N 0.12 -0.07 -0.29 -0.06
C -0.51 -0.51 0.76 0.53
C 1.60 0.74 0.40 0.43
N 1.38 1.67 1.38 -0.46
C -2.09 -0.93 -0.14 -0.40
C -2.79 -0.11 -0.89 -0.61
N -0.60 -0.59 1.99 -0.68
N 2.71 0.34 -0.05 -0.61
H 0.44 1.97 1.54 0.23
H 2.10 2.37 1.53 0.23
H 0.21 -0.35 2.54 0.28
H 3.53 0.90 0.20 0.21
H -2.43 -1.88 0.24 0.28
H 0.95 -1.82 -1.15 0.31
H -0.29 -0.99 -2.14 0.35
H 1.33 -0.32 -1.95 0.37
H -2.36 0.80 -1.30 0.27
H -3.80 -0.35 -1.22 0.29

(2)
14
Properties=species:S:1:pos:R:3:mulliken_charge:R:1 method="wB97M-V/def2-TZVPD" e_lumo_ev=4.2 total_charge=-1 orbital_gap_ev=6.214 de_lowest_kj_mol=0.00
C -0.48 0.64 1.77 -0.47
O 0.07 -0.26 2.62 -0.89
C -0.68 0.06 0.35 -0.60
C 0.66 0.00 -0.38 -0.41
C 0.50 -0.64 -1.76 -1.15
H -1.47 1.07 2.09 0.21
H 0.19 1.53 1.64 0.14
H -1.32 0.71 -0.27 0.40
H -1.04 -0.97 0.45 0.28
H 1.29 -0.64 0.24 0.21
H 1.02 1.02 -0.46 0.36
H 1.35 -0.54 -2.43 0.34
H -0.41 -0.25 -2.24 0.30
H 0.34 -1.71 -1.62 0.29

(3)
20
Properties=species:S:1:pos:R:3:mulliken_charge:R:1 method="wB97M-V/def2-TZVPD" e_lumo_ev=0.8 orbital_gap_ev=9.822 de_lowest_kj_mol=55.10
C -2.15 0.26 -2.88 -1.06
C -1.11 0.33 -1.81 0.78
O 0.03 -0.03 -2.00 -0.55
O -1.60 0.68 -0.63 -0.48
H -1.71 0.53 -3.85 0.31
H -3.06 0.83 -2.72 0.32
H -2.51 -0.75 -3.02 0.27
C -0.60 -0.43 2.62 -0.86
C 1.27 -0.17 1.21 0.76
N 2.03 0.55 0.34 -0.39
N 0.15 0.26 1.60 -0.69
N 1.85 -1.39 1.68 -0.56
H 1.73 1.48 0.12 0.23
H 2.70 0.13 -0.28 0.18
H -1.02 0.57 0.14 0.44
H 2.10 -1.30 2.65 0.23
H 2.62 -1.75 1.13 0.22
H -0.05 -1.25 3.07 0.35
H -1.51 -0.80 2.14 0.24
H -1.00 0.28 3.35 0.28

(4)
18
Properties=species:S:1:pos:R:3:mulliken_charge:R:1 method="wB97M-V/def2-TZVPD" e_lumo_ev=3.7 total_charge=-1 orbital_gap_ev=6.756 de_lowest_kj_mol=250.15
C -0.74 0.96 2.52 -0.87
N -1.49 0.69 1.28 -0.48
C -0.76 0.20 0.06 0.47
C -1.13 -1.24 -0.37 -0.65
S 0.37 -2.33 -0.17 -0.63
C 0.74 0.32 0.27 -0.39
O 1.43 0.97 -0.49 -0.66
H 0.27 1.30 2.33 0.36
H -0.79 0.14 3.24 0.23
H -1.27 1.80 2.98 0.32
H -2.20 0.00 1.47 0.25
H -1.14 0.90 -0.69 0.00
H -1.55 -1.32 -1.37 0.26
H -1.83 -1.65 0.37 0.23
H 1.18 -0.26 1.07 0.51
H 0.38 1.31 -2.72 0.31
H 1.31 2.09 -1.92 0.42
O 1.06 1.99 -2.86 -0.68

(5)
9
Properties=species:S:1:pos:R:3:mulliken_charge:R:1 method="wB97M-V/def2-TZVPD" e_lumo_ev="-2.0 / -2.0" orbital_gap_ev="6.194 / 6.196" de_lowest_kj_mol=419.80
C 0.49 0.50 0.76 -0.47
N -0.86 0.10 0.45 -0.38
N -1.02 -0.86 -2.04 -0.52
I 0.85 -1.03 -2.48 0.23
H 1.05 0.48 -0.16 0.08
H 0.52 1.50 1.19 0.31
H 0.93 -0.35 1.26 0.28
H -1.56 0.73 0.28 0.21
H -1.35 -1.76 -1.72 0.25

(6)
13
Properties=species:S:1:pos:R:3:mulliken_charge:R:1 method="wB97M-V/def2-TZVPD" e_lumo_ev=0.8 orbital_gap_ev=8.780 de_lowest_kj_mol=177.85
C 0.94 -0.47 2.13 -0.73
C -0.47 -0.21 -0.99 -0.01
H 0.76 -0.94 3.10 0.29
H 1.83 -0.87 1.71 0.30
H 1.01 0.58 2.28 0.29
H -0.22 -1.64 0.94 0.25
H -0.81 -1.21 -1.20 0.25
H -0.87 0.09 -2.97 0.27
H -1.28 2.56 -1.91 0.13
N -0.21 -0.71 1.28 -0.33
N -0.15 0.19 0.19 -0.29
N -0.42 0.50 -2.16 -0.29
S -0.11 2.13 -2.41 -0.13